50
Properties=species:S:1:pos:R:3 method="wB97M-V/def2-TZVPD" energy_ha=-1261.337729 orbital_gap_ev=9.5243 smiles="CCCOC(=O)c1ccc(OC[C@@H](O)CN2C(=O)NC(C)(C)C2=O)cc1" e_above_lowest_kj_mol=13.7
C 7.480 1.230 0.063
C 5.976 0.994 0.018
C 5.640 -0.266 -0.774
O 4.233 -0.456 -0.885
C 3.624 -1.078 0.137
O 4.209 -1.489 1.111
C 2.166 -1.213 -0.074
C 1.413 -1.872 0.893
C 0.050 -2.032 0.748
C -0.587 -1.520 -0.380
O -1.917 -1.596 -0.630
C -2.754 -2.303 0.262
C -4.196 -2.132 -0.252
O -5.033 -3.175 0.183
C -4.814 -0.831 0.278
N -3.973 0.313 0.037
C -3.822 0.898 -1.232
O -4.383 0.543 -2.234
N -2.947 1.916 -1.074
C -2.518 2.104 0.293
C -3.090 3.395 0.889
C -0.999 2.055 0.442
C -3.184 0.906 0.975
O -3.064 0.565 2.125
C 0.168 -0.856 -1.355
C 1.527 -0.706 -1.206
H 7.880 1.346 -0.941
H 7.703 2.130 0.630
H 7.982 0.391 0.539
H 5.587 0.882 1.032
H 5.476 1.847 -0.446
H 6.004 -0.189 -1.802
H 6.083 -1.143 -0.288
H 1.920 -2.262 1.763
H -0.508 -2.550 1.512
H -2.487 -3.370 0.267
H -2.669 -1.912 1.282
H -4.155 -2.083 -1.350
H -4.782 -3.994 -0.258
H -5.778 -0.674 -0.211
H -4.957 -0.922 1.358
H -2.693 2.531 -1.827
H -2.632 4.261 0.417
H -4.166 3.438 0.738
H -2.884 3.421 1.956
H -0.593 1.185 -0.067
H -0.746 1.990 1.497
H -0.549 2.953 0.024
H -0.348 -0.476 -2.223
H 2.106 -0.197 -1.960